No. 1
12 unconnected molecules or ions with the total composition C32H56Br22F3NO6P at a distorted geometry. Source: OMol25; level of theory: ωB97M-V/def2-TZVPD.

The charge is +1. For the HOMO energy, the calculation gives -11.298 eV. The calculation puts the calculated total energy at -1606242.451 eV. Its orbital gap is 7.73 eV.

Geometry as XYZ:
```
121
C32H56Br22F3NO6P (ωB97M-V/def2-TZVPD)
O -2.573 -0.687 4.132
C -2.773 -0.686 2.957
O -4.015 -0.630 2.488
C -4.179 -0.686 1.077
C -5.670 -0.813 0.699
O -6.420 -1.491 1.664
C -5.720 -1.559 -0.627
F -4.769 -1.052 -1.440
F -6.878 -1.403 -1.261
F -5.461 -2.861 -0.470
C -1.580 -0.772 2.041
C -1.329 0.252 1.128
C -0.228 0.186 0.302
N 0.580 -0.868 0.386
C 0.379 -1.868 1.255
C -0.706 -1.862 2.123
C -0.806 -3.012 3.092
P -2.193 -4.146 2.826
O -1.874 -5.300 1.982
O -2.601 -4.677 4.282
O -3.448 -3.364 2.258
H -3.634 -1.500 0.602
H -3.831 0.233 0.613
H -6.090 0.173 0.498
H -7.032 -0.874 2.071
H -2.037 1.060 1.088
H 0.010 0.961 -0.409
H 1.409 -0.880 -0.229
H 1.113 -2.671 1.229
H -0.797 -2.636 4.115
H 0.085 -3.623 2.986
H -2.194 -4.119 4.957
H -3.766 -3.786 1.447
Br -2.226 -5.806 -4.238
C -2.777 -6.372 -2.460
C -3.591 -5.312 -1.772
Br -2.460 -3.866 -1.125
H -1.873 -6.626 -1.914
H -3.374 -7.268 -2.612
H -4.076 -5.720 -0.887
H -4.337 -4.860 -2.417
Br 2.850 -0.171 -1.583
C 3.558 1.331 -2.616
C 2.438 2.050 -3.310
Br 1.828 1.034 -4.847
H 4.296 0.920 -3.296
H 4.056 1.971 -1.891
H 2.777 3.007 -3.701
H 1.574 2.210 -2.671
Br 0.019 2.127 2.697
C 0.430 3.803 3.616
C -0.687 4.203 4.538
Br -2.195 4.932 3.548
H 0.629 4.539 2.844
H 1.343 3.611 4.175
H -0.362 5.001 5.203
H -1.069 3.376 5.127
Br 7.455 1.790 -3.325
C 7.894 2.547 -1.585
C 7.957 1.487 -0.519
Br 6.173 0.914 0.009
H 7.147 3.306 -1.377
H 8.866 3.018 -1.711
H 8.415 1.882 0.384
H 8.491 0.597 -0.836
Br 0.925 -7.219 0.543
C 2.113 -5.896 -0.225
C 3.235 -5.553 0.721
Br 2.631 -4.391 2.171
H 1.500 -5.039 -0.491
H 2.513 -6.347 -1.130
H 4.011 -4.989 0.208
H 3.673 -6.426 1.194
Br -2.412 4.608 8.044
C -0.872 5.097 9.128
C -0.391 6.487 8.808
Br 0.584 6.527 7.125
H -0.113 4.342 8.954
H -1.211 5.040 10.159
H 0.315 6.830 9.561
H -1.200 7.205 8.718
Br -4.082 -1.907 -4.619
C -3.010 -0.387 -5.192
C -1.553 -0.595 -4.884
Br -1.182 -0.312 -2.990
H -3.424 0.492 -4.712
H -3.164 -0.317 -6.267
H -0.942 0.137 -5.404
H -1.207 -1.594 -5.127
Br -1.894 2.876 -5.753
C -3.769 3.398 -5.861
C -3.929 4.758 -6.482
Br -3.465 6.175 -5.233
H -4.169 3.342 -4.854
H -4.243 2.639 -6.480
H -4.970 4.935 -6.745
H -3.307 4.896 -7.361
Br 7.395 4.648 1.284
C 6.813 4.529 3.136
C 5.702 3.526 3.294
Br 4.004 4.226 2.649
H 6.530 5.531 3.441
H 7.690 4.215 3.697
H 5.541 3.300 4.346
H 5.887 2.605 2.748
Br 3.142 -10.359 1.326
C 2.752 -10.853 3.164
C 1.985 -9.763 3.865
Br 3.138 -8.270 4.350
H 3.700 -11.078 3.640
H 2.154 -11.760 3.102
H 1.575 -10.128 4.804
H 1.186 -9.354 3.256
Br -0.476 5.712 -9.618
C -0.125 7.510 -8.961
C -1.244 8.002 -8.084
Br -2.795 8.540 -9.127
H 0.036 8.139 -9.831
H 0.799 7.433 -8.392
H -0.941 8.894 -7.541
H -1.583 7.250 -7.379
```

No. 2
8 unconnected molecules or ions with the total composition C32H56N2O14P at a distorted geometry. Source: OMol25; level of theory: ωB97M-V/def2-TZVPD.

The charge is +1. For the HOMO energy, the calculation gives -11.231 eV. The calculation puts the calculated total energy at -75021.731 eV. Its orbital gap is 9.07 eV.

Geometry as XYZ:
```
105
C32H56N2O14P (ωB97M-V/def2-TZVPD)
C -2.515 4.079 -0.862
P -1.018 4.840 -1.658
C -1.414 5.693 -3.267
N 0.293 3.619 -1.871
C -0.147 2.204 -2.131
C -1.194 2.038 -3.273
N -2.387 1.362 -2.697
H -2.369 3.067 -0.472
H -3.330 4.108 -1.596
H -2.797 4.747 -0.044
H -1.391 6.774 -3.115
H -2.376 5.357 -3.679
H -0.604 5.456 -3.977
H 0.909 3.981 -2.600
H 0.862 3.599 -1.015
H -0.557 1.734 -1.232
H 0.763 1.639 -2.390
H -0.767 1.321 -3.983
H -1.439 2.973 -3.795
H -3.154 2.021 -2.600
H -2.691 0.702 -3.399
O 2.808 4.619 0.352
C 2.723 3.614 0.997
O 1.552 2.946 1.141
C 1.732 1.836 2.049
C 3.222 1.547 2.018
C 3.816 2.928 1.772
H 1.383 2.138 3.038
H 1.139 0.988 1.710
H 3.584 1.065 2.925
H 3.459 0.894 1.174
H 3.984 3.477 2.701
H 4.734 2.882 1.190
O 4.710 -0.458 0.195
C 4.063 -1.466 0.311
O 4.090 -2.247 1.415
C 3.295 -3.432 1.191
C 2.336 -3.059 0.083
C 3.154 -2.070 -0.733
H 3.962 -4.250 0.908
H 2.776 -3.703 2.107
H 1.985 -3.915 -0.486
H 1.463 -2.556 0.504
H 3.767 -2.568 -1.486
H 2.535 -1.305 -1.196
O -5.458 2.534 -2.368
C -6.163 3.451 -2.051
O -5.705 4.515 -1.354
C -6.801 5.399 -1.034
C -7.873 5.077 -2.058
C -7.641 3.593 -2.312
H -7.128 5.197 -0.012
H -6.468 6.433 -1.097
H -8.878 5.316 -1.716
H -7.690 5.639 -2.977
H -8.185 2.964 -1.605
H -7.882 3.309 -3.333
O -6.931 6.667 3.730
C -5.849 6.906 3.290
O -5.538 6.777 1.973
C -4.138 7.032 1.781
C -3.714 7.864 2.977
C -4.634 7.340 4.072
H -3.614 6.073 1.737
H -3.993 7.558 0.838
H -2.654 7.774 3.209
H -3.929 8.917 2.789
H -4.213 6.470 4.579
H -4.892 8.110 4.793
O 0.085 -4.465 1.832
C -0.099 -5.455 1.179
O 0.794 -5.941 0.280
C 0.217 -7.070 -0.412
C -0.872 -7.584 0.510
C -1.343 -6.309 1.191
H -0.174 -6.729 -1.369
H 0.986 -7.812 -0.594
H -1.660 -8.122 -0.016
H -0.443 -8.260 1.253
H -2.122 -5.803 0.617
H -1.680 -6.486 2.209
O 9.106 2.070 4.338
C 8.506 1.093 4.005
O 8.736 -0.137 4.524
C 7.930 -1.112 3.841
C 6.782 -0.326 3.239
C 7.432 1.016 2.944
H 8.544 -1.600 3.080
H 7.591 -1.864 4.552
H 6.341 -0.804 2.365
H 5.992 -0.196 3.983
H 7.906 1.035 1.961
H 6.733 1.843 3.043
O 0.736 -8.314 -2.915
C 0.882 -9.501 -2.988
O 2.089 -10.103 -2.913
C 1.945 -11.516 -3.143
C 0.496 -11.825 -2.820
C -0.200 -10.530 -3.214
H 2.193 -11.724 -4.187
H 2.638 -12.059 -2.504
H 0.119 -12.706 -3.336
H 0.383 -11.991 -1.747
H -0.479 -10.519 -4.269
H -1.067 -10.324 -2.592
```

No. 3
A molecular structure, C32H57N9O4P2RbS2 at a distorted geometry. Source: OMol25; level of theory: ωB97M-V/def2-TZVPD.

The charge is -1. For the HOMO energy, the calculation gives -4.803 eV. The calculation puts the calculated total energy at -96615.813 eV. The value obtained for the energy above the lowest of the compared OMol25 structures with the same formula, charge and spin is 20.5 kcal/mol. Its orbital gap is 7.02 eV.

Geometry as XYZ:
```
107
C32H57N9O4P2RbS2 (ωB97M-V/def2-TZVPD)
Rb 0.581 0.004 0.707
C -3.864 3.036 7.584
C -3.479 2.459 6.251
C -4.320 2.584 5.151
C -3.948 2.098 3.909
C -2.728 1.453 3.757
C -1.871 1.330 4.840
C -2.254 1.826 6.077
S -2.152 1.033 2.129
O -3.339 0.698 1.347
O -1.273 -0.123 2.369
N -1.483 2.302 1.535
C -0.391 2.987 2.272
C 0.958 2.263 2.189
O 1.336 1.608 3.185
O 1.534 2.290 1.060
H -4.941 3.183 7.655
H -3.389 4.005 7.746
H -3.557 2.386 8.403
H -5.278 3.077 5.270
H -4.596 2.204 3.053
H -0.908 0.864 4.700
H -1.579 1.733 6.918
H -0.653 3.124 3.332
H -0.262 3.974 1.816
N -0.512 -2.195 -2.882
C -0.595 -1.048 -3.779
C 0.583 -0.122 -3.540
N 0.571 0.367 -2.170
H -1.417 -2.638 -2.767
H -0.246 -1.852 -1.962
H -1.525 -0.470 -3.647
H -0.576 -1.387 -4.821
H 0.549 0.687 -4.293
H 1.511 -0.685 -3.694
H -0.249 0.968 -2.034
H 1.385 0.937 -1.956
C 4.274 -2.694 2.882
P 2.902 -2.024 1.860
C 1.700 -1.635 3.214
C 2.193 -3.588 1.170
C 1.676 -4.578 1.993
C 1.087 -5.715 1.471
C 0.997 -5.864 0.099
C 1.521 -4.895 -0.741
C 2.138 -3.758 -0.228
P 2.882 -2.469 -1.330
C 2.843 -3.279 -2.973
C 4.661 -2.779 -0.954
H 3.924 -3.476 3.559
H 4.695 -1.881 3.476
H 5.062 -3.098 2.249
H 1.771 -2.340 4.046
H 0.672 -1.643 2.841
H 1.898 -0.617 3.558
H 1.715 -4.450 3.066
H 0.671 -6.462 2.130
H 0.510 -6.732 -0.323
H 1.431 -5.022 -1.808
H 1.817 -3.345 -3.334
H 3.304 -4.268 -2.975
H 3.402 -2.634 -3.653
H 4.855 -3.841 -0.787
H 4.981 -2.217 -0.081
H 5.253 -2.437 -1.806
C -1.408 -2.678 4.219
N -2.762 -2.691 3.754
C -3.661 -3.357 4.684
C -3.005 -2.908 2.410
S -1.908 -3.588 1.338
N -4.218 -2.496 2.016
C -4.665 -2.722 0.658
C -4.942 -1.447 2.704
H -1.413 -2.282 5.234
H -0.843 -2.016 3.586
H -0.955 -3.678 4.218
H -3.323 -4.385 4.870
H -4.674 -3.395 4.296
H -3.676 -2.819 5.634
H -4.233 -3.644 0.270
H -4.354 -1.891 0.014
H -5.755 -2.790 0.658
H -4.346 -1.051 3.523
H -5.900 -1.813 3.089
H -5.128 -0.639 1.996
C -2.054 2.848 -3.616
N -3.329 3.536 -3.833
C -4.400 2.624 -3.431
N -4.286 2.185 -2.047
C -2.992 1.528 -1.875
N -1.878 2.412 -2.237
C -1.944 3.596 -1.369
N -3.218 4.301 -1.524
C -3.372 4.683 -2.921
C -4.286 3.364 -1.179
H -1.239 3.530 -3.877
H -2.010 1.978 -4.278
H -4.374 1.743 -4.084
H -5.359 3.133 -3.569
H -2.965 0.638 -2.514
H -2.891 1.230 -0.831
H -1.128 4.271 -1.641
H -1.824 3.270 -0.325
H -2.569 5.376 -3.190
H -4.332 5.192 -3.052
H -5.251 3.873 -1.273
H -4.142 3.033 -0.149
```

No. 4
4 unconnected molecules or ions with the total composition C32H58N5O4S2. Source: OMol25; level of theory: ωB97M-V/def2-TZVPD.

The charge is +1. For the HOMO energy, the calculation gives -10.551 eV. The calculation puts the calculated total energy at -71429.199 eV. Its orbital gap is 8.07 eV.

Geometry as XYZ:
```
101
C32H58N5O4S2 (ωB97M-V/def2-TZVPD)
C 1.567 -1.872 1.459
C 2.087 -3.235 0.967
C 3.491 -3.201 0.357
C 3.667 -2.180 -0.778
C 2.507 -2.181 -1.770
C 2.774 -1.310 -3.007
C 2.695 0.169 -2.666
N 1.340 0.648 -2.336
C 0.131 0.469 -3.018
C -0.070 -0.287 -4.293
C -0.537 -1.728 -4.021
C -1.967 -1.778 -3.464
S -3.008 -2.871 -4.477
C -4.524 -2.893 -3.612
S -5.784 -3.721 -4.199
N -4.527 -2.137 -2.402
C -5.484 -1.022 -2.435
C -5.324 -0.205 -1.160
O -5.506 -0.987 -0.002
C -4.591 -2.078 0.009
C -4.810 -2.951 -1.214
C -0.801 1.097 -2.290
N -0.188 1.638 -1.170
C -0.864 2.374 -0.151
C -0.791 1.979 1.168
C -1.479 2.739 2.100
N -2.226 3.800 1.801
C -2.280 4.147 0.519
C -1.607 3.486 -0.495
C 1.116 1.355 -1.230
N 2.010 1.679 -0.246
C 2.669 2.778 -0.302
C 2.678 3.682 -1.502
C 3.500 3.148 0.882
H 0.490 -1.788 1.297
H 2.031 -1.030 0.940
H 1.766 -1.738 2.522
H 1.372 -3.692 0.280
H 2.131 -3.897 1.835
H 4.199 -2.946 1.150
H 3.746 -4.188 -0.038
H 3.780 -1.192 -0.318
H 4.603 -2.378 -1.308
H 1.599 -1.814 -1.282
H 2.362 -3.208 -2.117
H 3.797 -1.490 -3.351
H 2.130 -1.600 -3.832
H 3.269 0.320 -1.751
H 3.124 0.813 -3.437
H 0.833 -0.278 -4.901
H -0.866 0.229 -4.833
H -0.453 -2.325 -4.932
H 0.124 -2.204 -3.294
H -2.443 -0.799 -3.447
H -2.002 -2.159 -2.448
H -5.282 -0.393 -3.305
H -6.514 -1.394 -2.496
H -4.314 0.242 -1.142
H -6.059 0.601 -1.147
H -3.564 -1.681 0.003
H -4.770 -2.649 0.918
H -4.149 -3.818 -1.161
H -5.854 -3.290 -1.207
H -1.861 1.192 -2.456
H -0.218 1.115 1.476
H -1.418 2.473 3.149
H -2.896 5.005 0.272
H -1.672 3.836 -1.517
H 3.176 4.619 -1.258
H 1.676 3.900 -1.873
H 3.273 3.208 -2.287
H 4.430 3.632 0.586
H 2.920 3.798 1.541
H 3.766 2.242 1.424
C -5.854 -5.950 3.680
C -5.827 -5.061 2.454
O -4.626 -4.287 2.374
H -5.753 -5.351 4.586
H -6.787 -6.510 3.734
H -5.028 -6.665 3.658
H -6.641 -4.337 2.484
H -5.940 -5.661 1.545
H -3.883 -4.898 2.339
C 8.490 1.679 2.284
C 7.160 2.375 2.081
O 6.101 1.452 1.810
H 8.748 1.088 1.405
H 9.285 2.402 2.465
H 8.445 1.002 3.140
H 7.203 3.039 1.218
H 6.908 2.977 2.960
H 6.036 0.856 2.563
C 0.621 5.953 4.212
C -0.147 4.805 4.842
O -1.550 4.941 4.678
H 0.301 6.902 4.642
H 1.696 5.844 4.370
H 0.434 5.997 3.136
H 0.030 4.769 5.916
H 0.192 3.851 4.414
H -1.739 4.962 3.732
```

- Which of these has the highest calculated total energy?
  C32H58N5O4S2